Below is a 2-piece molecular cluster, C2H4Cl2N2 overall in a non-equilibrium geometry, with properties calculated with the ωB97M-V functional and the def2-TZVPD basis.

Positions of all 10 atoms, in Å:
C 1.724 -0.676 0.088
C -2.156 0.774 -0.129
N 0.338 -0.524 -0.016
N -0.616 -1.190 -0.202
Cl 2.524 0.956 -0.206
Cl -0.720 1.675 -0.145
H 2.061 -0.930 1.222
H 2.150 -1.464 -0.626
H -2.499 0.723 0.859
H -2.806 0.658 -0.847

Forces on the atoms, in the same order (eV/Å):
2.834 -1.300 1.766
4.329 0.357 3.766
-2.252 -0.657 -0.202
1.479 0.673 0.388
-0.293 -1.058 -0.065
-1.122 0.895 -0.652
-1.116 0.414 -2.771
-0.517 1.283 0.918
-0.631 -0.336 1.144
-2.710 -0.272 -4.291

Values from the calculation:
Orbital gap (spin up / spin down) (eV): 8.4 / 8.3
HOMO level (spin up / spin down) (eV): -7.9 / -8.0
Energy (a.u.): -1108.32200
Multiplicity: 1
Net charge: 0

---

Below is a 2-piece molecular cluster, C24H22O3 overall in a non-equilibrium geometry, with properties calculated with the ωB97M-V functional and the def2-TZVPD basis.

Positions of all 49 atoms, in Å:
C -6.406 1.841 1.000
C -5.453 0.708 0.591
C -4.113 1.348 0.697
C -4.305 2.715 0.985
O -5.645 3.047 1.118
C -3.189 3.538 1.145
C -1.935 3.002 1.062
C -1.721 1.630 0.765
C -0.447 1.022 0.689
C 0.836 1.612 0.617
C 1.967 0.773 0.764
C 3.222 1.311 0.746
C 3.425 2.700 0.606
O 4.758 3.058 0.738
C 5.491 1.874 1.071
C 4.558 0.668 0.897
C 2.323 3.527 0.378
C 1.066 2.992 0.373
C -2.862 0.808 0.598
H -7.204 2.008 0.269
H -6.866 1.650 1.977
H -5.518 -0.163 1.254
H -5.634 0.372 -0.438
H -3.344 4.575 1.375
H -1.102 3.624 1.325
H -0.453 -0.056 0.686
H 1.849 -0.284 0.924
H 6.378 1.827 0.431
H 5.820 1.979 2.111
H 4.576 -0.018 1.752
H 4.800 0.097 -0.007
H 2.489 4.575 0.211
H 0.243 3.631 0.123
H -2.755 -0.244 0.407
C 1.060 -6.000 -0.661
C 1.016 -4.731 -1.433
C 1.978 -4.484 -2.413
C 1.961 -3.311 -3.156
C 1.003 -2.366 -2.933
C 0.007 -2.564 -1.928
O -0.853 -1.707 -1.690
C 0.044 -3.792 -1.199
H 0.291 -6.026 0.109
H 0.907 -6.860 -1.310
H 2.023 -6.124 -0.169
H 2.742 -5.220 -2.589
H 2.713 -3.149 -3.911
H 0.974 -1.455 -3.504
H -0.714 -3.958 -0.457

Forces on the atoms, in the same order (eV/Å):
-0.693 -0.551 0.145
-0.171 -0.561 -0.234
-0.247 0.820 0.272
-0.594 -0.896 -0.188
2.335 0.259 -0.259
-1.085 0.494 0.168
0.028 -0.556 -0.017
-0.023 0.261 0.121
0.086 0.174 -0.164
-0.105 0.182 -0.118
0.158 0.276 -0.007
0.232 0.806 0.089
0.596 -0.880 0.387
-2.308 0.143 -0.609
0.664 -0.483 0.416
0.186 -0.564 -0.086
1.045 0.510 0.062
0.017 -0.523 -0.057
-0.124 0.188 0.103
0.204 0.041 0.146
0.068 0.046 -0.174
-0.160 0.171 -0.192
-0.033 0.001 0.234
0.092 0.312 0.149
0.048 0.157 0.046
-0.023 -0.357 -0.119
-0.186 -0.312 -0.056
-0.234 0.067 0.094
-0.035 -0.001 -0.162
0.168 0.148 -0.199
0.011 0.032 0.195
-0.079 0.319 -0.095
-0.048 0.137 -0.122
0.233 -0.314 -0.213
-0.034 -0.413 0.304
0.060 0.362 -0.275
0.304 -0.307 -0.026
0.139 -0.317 0.102
-0.103 0.049 0.131
0.890 -0.843 -0.198
-1.804 2.060 0.739
0.409 -0.009 -0.242
-0.072 0.007 0.044
0.019 -0.130 -0.055
0.124 -0.076 0.038
0.240 -0.225 -0.086
0.182 0.007 -0.182
-0.082 0.291 -0.112
-0.294 -0.004 0.262

Values from the calculation:
Orbital gap (eV): 2.7
HOMO level (eV): -5.2
Energy (a.u.): -1153.33891
Multiplicity: 1
Net charge: 0

---

Below is a 2-piece molecular cluster, C6H12O2 overall in a non-equilibrium geometry, with properties calculated with the ωB97M-V functional and the def2-TZVPD basis.

Positions of all 20 atoms, in Å:
C -0.635 2.514 -1.415
C -0.514 1.242 -1.075
C -1.381 0.515 -0.078
C -0.738 0.457 1.317
C 0.597 -0.281 1.288
C 0.549 -1.711 1.760
O 1.540 -2.292 2.119
H -1.355 3.215 -1.002
H 0.091 3.013 -2.052
H 0.229 0.665 -1.598
H -1.383 -0.513 -0.451
H -2.433 0.798 -0.124
H -0.589 1.473 1.679
H -1.407 -0.038 2.004
H 1.356 0.285 1.827
H 1.093 -0.433 0.353
H -0.436 -2.214 1.695
O 1.720 -1.924 -1.923
H 1.259 -2.758 -1.785
H 2.438 -2.013 -2.539

Forces on the atoms, in the same order (eV/Å):
0.369 0.861 0.180
-0.646 0.455 -0.058
0.433 -0.967 -0.649
-0.003 0.346 -0.967
0.107 -0.016 1.023
0.544 0.496 0.234
-0.297 -0.342 0.085
-0.185 -0.351 0.177
-0.104 -0.335 -0.245
0.358 -0.241 0.122
-0.196 -0.264 0.100
0.135 0.527 0.341
-0.001 0.041 0.089
-0.297 -0.188 0.330
0.033 -0.306 0.433
-0.163 0.347 -1.306
-0.048 -0.104 0.065
-0.715 0.615 0.700
0.439 -0.059 -0.335
0.237 -0.514 -0.317

Values from the calculation:
Orbital gap (eV): 10.3
SMILES: C=CCCCC=O.O
HOMO level (eV): -9.6
Energy (a.u.): -386.24212
Multiplicity: 1
Net charge: 0

---

Below is the molecule C8H10ClNO3S in a non-equilibrium geometry, with properties calculated with the ωB97M-V functional and the def2-TZVPD basis.

Positions of all 24 atoms, in Å:
O 1.304 -1.019 2.038
C 2.440 -1.106 1.695
N 2.965 -0.559 0.572
S 2.007 -0.072 -0.736
O 1.759 -1.212 -1.562
O 2.632 1.037 -1.407
C 0.534 0.419 -0.087
C -0.116 1.591 -0.029
Cl 0.569 3.058 -0.408
C -1.640 1.317 0.136
C -2.132 0.647 -1.082
C -1.478 -0.780 -1.107
C -0.569 -0.698 0.118
C -1.544 0.073 1.119
H 3.233 -1.557 2.436
H 3.738 -1.031 0.145
H -2.192 2.172 0.385
H -1.796 1.155 -1.981
H -3.175 0.569 -1.091
H -2.140 -1.594 -1.165
H -0.919 -0.931 -1.947
H -0.036 -1.528 0.479
H -2.456 -0.312 1.485
H -0.989 0.362 1.992

Forces on the atoms, in the same order (eV/Å):
-0.734 -0.065 0.583
1.627 -0.763 2.526
-0.071 0.397 -1.347
0.097 1.465 -2.065
0.059 -0.787 0.430
0.475 -0.375 0.986
-3.184 -0.938 0.673
-0.408 -1.447 -0.640
0.091 1.423 -0.046
2.116 -1.276 1.689
1.299 -1.279 -2.288
0.268 1.839 1.447
-0.854 1.619 0.926
2.526 1.611 -0.853
-0.922 0.499 -1.529
0.929 -0.207 0.223
-0.733 1.179 0.728
-0.314 0.333 -0.224
-1.660 0.062 0.012
-1.271 -0.988 0.805
1.749 -0.027 -2.466
-0.276 -1.450 0.277
-1.176 -0.927 -0.396
0.368 0.104 0.549

Values from the calculation:
Orbital gap (eV): 10.2
SMILES: O=CNS(=O)(=O)C1=C(Cl)[C@H]2CC[C@@H]1C2
HOMO level (eV): -9.6
Energy (a.u.): -1449.61456
Multiplicity: 1
Net charge: 0

---

Below is C24H20F6IO3P2STi as an isolated structure, with properties calculated with the ωB97M-V functional and the def2-TZVPD basis.

Positions of all 58 atoms, in Å:
Ti -0.657 1.723 0.481
C -3.892 3.692 -0.466
C -4.310 3.001 0.682
C -3.447 2.834 1.739
C -2.130 3.316 1.667
C -1.715 3.997 0.525
C -2.617 4.196 -0.536
H -4.578 3.830 -1.291
H -5.313 2.599 0.736
H -3.772 2.311 2.628
H -1.515 3.332 2.558
H -0.777 4.540 0.536
H -2.297 4.749 -1.411
O -1.863 1.161 -1.183
S -2.582 0.075 -0.466
O -4.003 0.044 -0.598
O -2.034 0.124 0.915
C -1.955 -1.431 -1.190
C -2.882 -2.303 -1.748
C -2.430 -3.472 -2.347
C -1.083 -3.765 -2.388
C -0.168 -2.885 -1.814
C -0.591 -1.716 -1.213
P 0.602 -0.623 -0.307
C 1.137 -1.819 0.957
C 0.404 -1.853 2.137
C 0.724 -2.775 3.125
C 1.774 -3.661 2.942
C 2.504 -3.638 1.761
C 2.182 -2.719 0.770
C 2.018 -0.447 -1.448
C 3.270 -0.081 -0.946
C 4.310 0.220 -1.811
C 4.117 0.176 -3.188
C 2.873 -0.162 -3.696
C 1.826 -0.467 -2.833
H -3.933 -2.055 -1.712
H -3.145 -4.157 -2.785
H -0.733 -4.677 -2.854
H 0.889 -3.128 -1.832
H -0.415 -1.160 2.290
H 0.152 -2.785 4.043
H 2.026 -4.368 3.722
H 3.320 -4.332 1.609
H 2.754 -2.720 -0.148
H 3.422 -0.016 0.124
H 5.275 0.499 -1.406
H 4.933 0.412 -3.859
H 2.707 -0.188 -4.765
H 0.858 -0.723 -3.247
I 1.046 2.611 -1.626
F -0.042 1.305 2.559
P 1.444 2.105 2.789
F 2.800 2.918 2.876
F 2.008 1.278 1.522
F 0.804 3.186 1.680
F 0.784 2.935 3.964
F 1.916 0.959 3.772

Forces on the atoms, in the same order (eV/Å):
0.538 -0.281 0.677
-0.101 -0.119 0.148
-0.029 0.070 -0.209
0.198 -0.209 0.035
-0.425 0.444 0.313
-0.236 0.530 -0.174
0.228 -0.078 -0.011
0.002 -0.006 0.006
0.019 0.017 -0.016
-0.006 0.019 0.011
0.061 -0.158 -0.015
0.074 -0.098 -0.053
-0.001 0.005 0.006
-0.534 0.011 -0.243
0.199 -0.542 -0.256
0.009 0.105 0.066
-0.546 -0.083 0.043
-0.401 0.009 -0.054
0.278 0.010 0.006
-0.384 -0.024 -0.058
0.372 0.182 0.130
0.036 -0.458 -0.242
0.159 0.592 0.275
-0.195 -0.166 0.081
0.127 0.099 -0.063
-0.025 -0.018 0.210
-0.093 0.082 -0.024
0.046 -0.039 0.003
-0.113 0.113 -0.033
0.105 -0.152 0.040
-0.185 0.084 -0.151
0.116 -0.003 0.058
-0.014 -0.035 0.029
-0.042 -0.015 0.043
-0.038 -0.028 0.053
0.034 -0.011 -0.152
-0.004 -0.003 0.006
0.002 0.021 0.014
-0.009 0.007 0.001
-0.040 0.007 0.008
0.066 -0.038 -0.012
0.023 -0.021 0.009
-0.003 0.000 -0.014
0.002 0.010 0.003
0.028 0.084 -0.034
0.015 -0.026 -0.020
-0.010 -0.005 -0.005
-0.004 0.007 0.009
0.008 0.005 0.005
0.023 0.004 0.050
0.407 0.327 -0.493
0.254 -0.162 0.021
0.238 -0.050 0.166
-0.158 0.081 0.006
0.080 -0.175 -0.111
0.101 -0.028 -0.089
-0.171 0.088 -0.005
-0.081 0.018 0.004

Values from the calculation:
Orbital gap (spin up / spin down) (eV): 7.5 / 5.4
Expectation value of S²: 3.758
HOMO level (spin up / spin down) (eV): -7.2 / -9.0
Energy (a.u.): -3979.83421
Multiplicity: 4
Net charge: 0